This record from the OMol25 dataset describes C28H37FeN3O3PS4 as an isolated structure at a distorted geometry. The level of theory is ωB97M-V/def2-TZVPD.

Structure (XYZ):
```
77
Properties=species:S:1:pos:R:3:forces:R:3
Fe 0.363 0.004 0.675 1.1 0.2 -0.4
N -3.328 1.621 -0.403 0.0 -0.1 -0.2
C -3.378 2.979 -0.148 0.0 0.2 0.2
C -4.568 3.680 -0.344 0.0 0.0 0.0
C -4.635 5.050 -0.134 0.0 0.0 0.0
C -3.512 5.735 0.306 -0.1 0.1 0.0
C -2.329 5.038 0.519 -0.1 -0.1 0.1
C -2.237 3.674 0.294 0.3 -0.2 -0.1
S -0.607 2.882 0.433 -0.9 0.6 -0.1
N -1.140 1.291 0.489 -1.1 0.1 -0.2
C -2.266 0.804 0.006 0.3 0.3 0.1
C -2.321 -0.594 -0.104 0.0 -0.2 0.1
C -3.421 -1.345 -0.605 -0.1 0.1 0.0
C -3.351 -2.704 -0.679 0.1 0.1 0.0
C -2.162 -3.349 -0.255 -0.1 -0.1 0.0
C -1.125 -2.570 0.220 0.0 -0.2 0.0
N -1.153 -1.244 0.305 -1.4 -0.4 -0.4
H -4.212 1.162 -0.536 0.0 0.0 0.0
H -5.451 3.135 -0.666 0.0 0.0 0.0
H -5.566 5.575 -0.312 0.0 0.0 0.0
H -3.561 6.802 0.493 0.0 0.0 0.0
H -1.443 5.554 0.874 0.0 0.0 0.0
H -4.312 -0.821 -0.935 0.0 -0.1 0.0
H -4.185 -3.283 -1.061 0.0 0.0 0.0
H -2.062 -4.424 -0.301 0.1 0.0 0.0
H -0.200 -3.030 0.546 0.1 0.1 0.0
C -0.569 -4.144 4.378 0.2 0.1 -0.1
C 0.774 -3.423 4.358 0.0 0.0 0.0
O 0.596 -2.035 4.228 -0.1 -0.1 0.0
P 0.931 -1.347 2.690 0.6 -0.7 1.7
S 1.764 -1.138 -0.467 0.8 0.0 0.3
S 0.210 0.476 3.135 -0.2 0.3 0.3
O 2.588 -1.317 2.834 -0.2 -0.1 0.0
C 3.338 -0.167 3.164 0.0 0.0 0.1
C 3.417 0.053 4.668 0.0 -0.1 -0.2
H -0.430 -5.211 4.567 0.0 -0.1 0.0
H -1.066 -4.005 3.417 -0.1 0.0 0.0
H -1.205 -3.725 5.160 0.0 0.0 0.0
H 1.394 -3.808 3.536 0.0 -0.1 0.1
H 1.308 -3.605 5.301 0.0 0.0 -0.1
H 2.894 0.714 2.694 0.0 0.0 0.0
H 4.336 -0.322 2.740 0.0 0.0 0.0
H 2.406 0.160 5.059 0.0 0.0 0.1
H 3.983 0.964 4.876 0.0 0.0 0.1
H 3.899 -0.798 5.156 0.0 0.0 0.0
C -0.355 0.389 -4.242 0.4 -0.1 0.4
S 0.927 -0.183 -2.987 -1.4 -0.1 -1.4
C 0.503 -1.929 -3.300 0.1 0.3 0.3
O 2.208 0.043 -3.707 0.6 0.1 -0.1
H -0.218 -0.102 -5.207 0.1 -0.1 0.0
H -0.216 1.464 -4.352 0.0 0.0 0.0
H -1.338 0.175 -3.823 -0.1 0.1 0.0
H -0.523 -2.097 -2.973 0.0 -0.1 0.1
H 1.183 -2.516 -2.691 0.0 -0.1 0.0
H 0.630 -2.135 -4.362 0.0 0.1 -0.1
C 3.680 1.475 -0.592 0.1 0.1 0.0
C 2.552 2.439 -0.161 0.1 -0.3 -0.1
C 2.364 3.508 -1.262 -0.1 -0.1 0.1
C 1.250 1.645 -0.074 0.9 -0.1 -0.5
C 2.986 3.161 1.114 0.0 0.0 0.0
C 4.199 3.854 1.128 0.1 0.1 0.1
C 4.631 4.543 2.250 0.0 0.0 -0.1
C 3.857 4.554 3.402 0.0 0.0 0.0
C 2.652 3.870 3.403 0.0 0.1 0.1
C 2.218 3.189 2.272 0.0 0.1 0.0
H 3.391 0.935 -1.491 0.0 0.0 0.0
H 3.853 0.741 0.193 0.0 0.0 0.0
H 4.608 2.020 -0.795 0.0 0.1 0.0
H 2.156 3.026 -2.219 0.0 -0.1 0.0
H 3.257 4.127 -1.378 0.0 0.0 0.0
H 1.521 4.148 -0.999 0.0 0.1 -0.1
H 0.908 1.505 -1.106 0.1 0.1 0.0
H 4.831 3.864 0.249 0.0 0.0 0.0
H 5.579 5.070 2.219 0.0 0.0 0.0
H 4.198 5.092 4.279 0.0 0.0 0.0
H 2.038 3.854 4.296 0.0 0.0 0.0
H 1.276 2.666 2.306 0.0 -0.1 0.0
```
Positions in Å, forces in eV/Å.

## Properties
multiplicity = 6
Kohn-Sham gap (alpha / beta) = 4.315 / 5.230 eV
total charge = -2



This record from the OMol25 dataset describes a 7-piece molecular cluster, C28H37N7 overall at a distorted geometry. The level of theory is ωB97M-V/def2-TZVPD.

Structure (XYZ):
```
72
Properties=species:S:1:pos:R:3:forces:R:3
C 15.471 21.434 -17.401 -1.3 -0.1 1.0
C 14.378 20.348 -17.104 1.0 0.3 -0.9
C 13.061 20.858 -16.571 -0.5 0.6 0.3
C 13.164 21.383 -15.198 0.3 0.4 1.9
N 13.253 21.726 -14.087 -0.2 -0.5 -2.0
H 15.427 22.131 -16.564 0.7 -0.1 0.3
H 15.215 22.083 -18.239 -0.2 -0.4 -0.4
H 16.462 21.007 -17.556 -0.1 0.1 0.2
H 14.648 19.597 -16.361 0.8 0.0 -0.2
H 14.220 19.837 -18.053 -0.3 -0.3 0.1
H 12.364 20.021 -16.525 -0.2 0.0 -0.1
H 12.619 21.649 -17.177 0.0 0.0 -0.2
N 10.668 18.621 -9.945 -0.5 -0.1 0.1
C 9.541 18.151 -9.385 -0.8 -1.1 1.6
C 9.504 16.766 -9.527 -1.7 1.5 0.3
C 10.558 16.448 -10.365 1.1 -1.3 -0.5
C 11.289 17.570 -10.549 1.4 1.3 -0.8
H 11.051 19.504 -9.639 0.3 0.0 -0.7
H 8.897 18.768 -8.775 0.1 0.1 -0.1
H 8.735 16.146 -9.089 0.0 -0.1 -0.3
H 10.833 15.490 -10.780 -0.1 0.0 0.1
H 12.194 17.782 -11.099 0.0 -0.3 0.0
N 15.327 22.180 -7.965 0.8 1.6 0.7
C 16.688 22.399 -8.003 -0.6 0.9 1.0
C 16.947 23.583 -7.280 -0.5 -0.8 -0.6
C 15.702 24.123 -6.831 -0.6 -1.8 -1.2
C 14.716 23.199 -7.256 1.0 0.8 -0.4
H 14.862 21.375 -8.359 0.0 -0.1 -0.1
H 17.321 21.694 -8.520 0.1 0.1 0.1
H 17.917 24.029 -7.118 0.0 -0.1 -0.1
H 15.551 25.103 -6.402 -0.1 -0.2 0.2
H 13.641 23.286 -7.314 0.0 -0.1 0.4
N 12.311 20.618 -5.273 -0.3 1.1 -0.4
C 11.483 21.732 -5.364 -1.0 -2.3 -0.6
C 10.205 21.195 -5.706 1.3 1.3 1.3
C 10.313 19.801 -5.702 0.6 -1.2 -0.3
C 11.654 19.444 -5.541 -0.4 1.5 1.0
H 13.291 20.689 -5.038 0.0 -0.2 0.0
H 11.875 22.717 -5.155 -0.2 -0.1 -0.1
H 9.274 21.741 -5.748 0.1 0.1 -0.1
H 9.493 19.099 -5.731 0.1 0.0 -0.4
H 12.227 18.533 -5.450 -0.4 -0.1 -0.1
N 12.542 20.775 -8.342 0.3 -0.8 -0.4
C 13.531 19.809 -8.398 -0.8 0.6 1.4
C 14.060 19.754 -9.646 -0.8 -0.2 -0.7
C 13.291 20.646 -10.447 -1.7 1.1 0.7
C 12.317 21.270 -9.602 2.4 -0.6 -0.6
H 12.054 21.039 -7.498 -0.1 0.0 0.0
H 13.750 19.248 -7.501 0.2 0.0 -0.1
H 14.814 19.025 -9.903 0.0 0.2 -0.3
H 13.286 20.822 -11.513 0.5 0.0 0.0
H 11.677 22.127 -9.752 -0.1 -0.2 -0.2
N 15.968 20.866 -5.132 -2.4 -1.1 3.2
C 15.559 21.593 -4.002 -0.3 0.4 -0.7
C 14.756 20.798 -3.192 1.3 1.5 1.2
C 14.804 19.512 -3.635 0.5 -1.2 -4.0
C 15.412 19.598 -4.935 1.1 -0.5 1.1
H 16.604 21.127 -5.871 -0.2 0.2 -0.1
H 15.762 22.644 -3.860 0.2 -0.1 -0.3
H 14.297 21.004 -2.236 0.1 0.7 -0.1
H 14.370 18.647 -3.156 0.0 0.0 -0.3
H 15.692 18.828 -5.639 -0.2 -0.1 0.1
N 14.950 24.259 -10.455 -1.2 1.7 -1.6
C 15.684 25.446 -10.395 -0.6 -0.6 -1.0
C 15.363 26.211 -11.534 1.2 0.0 1.6
C 14.366 25.548 -12.237 -1.0 -2.3 0.1
C 14.106 24.349 -11.578 0.6 0.8 0.7
H 14.705 23.692 -9.656 0.4 -0.1 -0.1
H 16.378 25.547 -9.574 0.0 0.3 -0.2
H 15.822 27.140 -11.840 0.1 0.0 0.2
H 13.847 25.754 -13.162 0.3 0.5 0.0
H 13.320 23.645 -11.812 0.4 -0.3 0.2
```
Positions in Å, forces in eV/Å.

## Properties
multiplicity = 2
Kohn-Sham gap (alpha / beta) = 1.567 / 8.223 eV
total charge = -1



This record from the OMol25 dataset describes an isolated molecule of C28H37N7O at a distorted geometry. The level of theory is ωB97M-V/def2-TZVPD.

Structure (XYZ):
```
73
Properties=species:S:1:pos:R:3:forces:R:3
C 0.261 -4.263 0.607 0.0 0.0 0.0
C 1.420 -3.402 1.011 0.0 0.0 0.0
C 1.410 -2.713 2.214 0.0 -0.1 0.0
C 2.467 -1.889 2.593 0.2 -0.1 -0.2
C 3.584 -1.781 1.756 0.0 0.1 0.0
C 3.578 -2.463 0.548 -0.1 0.0 0.0
C 2.514 -3.257 0.170 0.0 0.0 0.0
H 2.533 -3.773 -0.779 0.0 -0.1 -0.1
H 4.436 -2.376 -0.104 0.1 0.0 -0.1
C 4.788 -0.976 2.147 0.0 0.0 0.0
H 4.840 -0.875 3.228 0.1 0.1 0.1
H 5.693 -1.465 1.791 0.1 0.0 0.0
H 4.756 0.020 1.703 0.1 0.1 0.0
N 2.472 -1.162 3.810 0.1 -0.1 0.0
C 2.233 0.256 3.648 -0.2 0.1 -0.1
H 2.921 0.672 2.913 0.0 0.1 0.1
C 0.793 0.509 3.169 0.2 0.3 -0.2
N -0.123 -0.362 3.886 0.3 -0.1 0.3
C -1.395 -0.635 3.512 -0.1 0.3 -0.3
O -2.128 -1.342 4.182 -0.3 -0.2 0.1
C -1.833 -0.072 2.171 -0.3 -0.3 0.1
H -1.313 0.863 1.954 0.1 -0.1 -0.1
C -3.340 0.176 2.088 0.1 0.2 0.0
C -3.695 0.668 0.684 0.0 -0.3 0.0
H -4.774 0.788 0.588 0.0 0.1 0.0
C -3.198 -0.307 -0.390 -0.4 0.3 -0.1
N -1.792 -0.583 -0.205 0.0 -0.2 0.0
C -0.825 0.012 -0.926 0.3 0.0 -0.3
N 0.436 -0.062 -0.462 -0.4 -0.1 0.3
C 1.433 0.423 -1.180 0.3 0.1 -0.1
N 1.383 1.022 -2.353 0.1 0.3 -0.5
C 0.133 1.121 -2.812 -0.2 -0.5 1.0
N -0.289 1.678 -3.982 -0.1 -0.2 0.2
C -1.651 1.546 -3.999 -0.3 -0.2 0.0
N -2.119 0.945 -2.940 -0.5 0.0 -0.2
C -1.023 0.654 -2.164 0.8 0.4 -0.4
C -2.483 2.056 -5.117 -0.1 0.2 0.0
H -3.517 1.796 -4.890 0.1 -0.1 0.0
C -2.354 3.573 -5.298 0.0 -0.1 -0.3
C -1.061 4.006 -5.989 0.0 0.2 0.3
C 0.206 3.780 -5.164 0.0 -0.2 -0.2
C 0.551 2.304 -4.964 0.3 0.4 -0.2
H 1.574 2.199 -4.595 -0.1 -0.1 -0.1
H 0.462 1.768 -5.917 0.1 0.0 0.1
H 1.044 4.256 -5.677 0.0 0.0 0.0
H 0.100 4.255 -4.186 0.1 0.0 0.0
H -1.135 5.072 -6.215 0.0 0.0 -0.1
H -0.967 3.476 -6.940 0.0 0.0 -0.1
H -2.431 4.058 -4.322 -0.1 0.0 0.0
H -3.195 3.916 -5.904 0.0 0.0 0.1
H -2.197 1.553 -6.046 -0.1 0.0 -0.1
H 2.415 0.312 -0.739 0.1 0.0 0.0
C -1.471 -1.110 1.095 0.4 0.1 0.2
H -0.409 -1.352 1.109 -0.2 -0.1 0.1
H -2.058 -2.017 1.265 0.0 0.0 0.0
H -3.351 0.105 -1.388 -0.1 -0.2 0.2
H -3.740 -1.255 -0.302 0.0 0.0 0.0
H -3.230 1.643 0.515 0.0 0.1 -0.1
H -3.640 0.916 2.832 -0.1 -0.1 0.0
H -3.868 -0.752 2.315 0.0 0.0 0.1
C 0.374 -0.899 5.137 0.0 -0.2 0.2
C 1.694 -1.671 4.926 0.0 0.0 0.3
H 1.512 -2.735 4.780 0.0 0.1 0.0
H 2.306 -1.561 5.832 -0.1 -0.1 0.0
H 0.528 -0.075 5.843 0.0 -0.1 0.0
H -0.402 -1.554 5.538 0.1 0.1 0.0
H 0.527 1.563 3.330 0.1 0.0 -0.1
H 0.756 0.291 2.098 0.0 0.1 0.1
H 2.422 0.742 4.610 0.0 0.1 -0.1
H 0.549 -2.813 2.859 -0.1 0.0 0.1
H -0.256 -3.818 -0.243 -0.1 0.0 -0.1
H 0.606 -5.251 0.307 -0.1 -0.1 0.0
H -0.448 -4.374 1.424 -0.1 0.0 0.0
```
Positions in Å, forces in eV/Å.

## Properties
relative energy (zero: lowest compared OMol25 entry of this formula, charge and spin) = 0.000 eV
structure (SMILES) = Cc1ccc(C)c(N2CCN(C(=O)[C@@H]3CCCN(c4ncnc5c4nc4n5CCCCC4)C3)CC2)c1
Kohn-Sham gap = 8.589 eV



Let's list calculated total energy in order: -127264.371; -40063.242; -42117.354 eV.